<A>
117
Properties=species:S:1:pos:R:3:mulliken_charge:R:1 method="wB97M-V/def2-TZVPD" homo_energy_ha=-0.391 homo_lumo_gap_ev=10.50 smiles="C[C@H]1COC(=O)O1.C[C@H]1COC(=O)O1.C[C@H]1COC(=O)O1.C[C@H]1COC(=O)O1.C[C@H]1COC(=O)O1.C[C@H]1COC(=O)O1.C[C@H]1COC(=O)O1.C[C@H]1COC(=O)O1.C[C@H]1COC(=O)O1" lumo_energy_ev=-0.1
C 0.88 1.27 -3.45 -1.3834
C 1.47 2.45 -2.74 1.6368
C 2.82 2.30 -1.94 0.5802
O 3.52 3.47 -2.27 -0.4070
C 2.95 4.10 -3.33 0.5626
O 3.35 5.15 -3.73 -0.5589
O 1.78 3.54 -3.63 -0.4674
H -0.13 1.45 -3.81 0.3657
H 0.74 0.45 -2.75 0.1280
H 1.45 0.91 -4.31 0.4018
H 0.76 2.80 -2.00 -0.7098
H 3.25 1.37 -2.33 -0.2435
H 2.71 2.20 -0.86 0.1346
C -0.14 1.23 3.97 -0.9501
C -0.54 2.55 4.62 0.4929
C -0.05 3.74 3.77 -0.2169
O -1.19 4.63 3.74 -0.3974
C -2.29 3.88 4.04 0.5778
O -3.39 4.32 3.91 -0.5433
O -1.96 2.66 4.41 -0.3497
H -0.50 0.31 4.44 0.5205
H 0.91 1.04 3.75 -0.0869
H -0.56 1.26 2.96 0.1229
H -0.36 2.68 5.68 0.4264
H 0.22 3.57 2.72 0.1766
H 0.73 4.34 4.24 0.2366
C -0.91 -3.05 1.91 -1.6664
C -1.00 -2.13 0.69 0.9003
C 0.16 -1.16 0.52 0.5171
O 0.52 -1.32 -0.84 0.0587
C -0.17 -2.31 -1.43 0.2907
O 0.11 -2.77 -2.50 -0.5735
O -0.94 -2.92 -0.51 -0.4779
H 0.03 -3.59 1.95 0.3470
H -1.80 -3.66 2.03 0.4280
H -0.82 -2.36 2.75 0.3054
H -2.01 -1.70 0.69 0.0965
H 1.09 -1.33 1.07 0.1849
H -0.25 -0.18 0.77 -0.3338
C 5.51 1.68 4.62 -1.5686
C 4.08 1.54 4.14 0.5670
C 3.63 2.72 3.26 0.0876
O 3.39 2.15 1.98 -0.2332
C 3.63 0.83 2.01 0.7080
O 3.65 0.12 1.06 -0.5068
O 3.98 0.42 3.24 -0.4040
H 5.58 2.33 5.50 0.4200
H 6.12 2.23 3.90 0.3648
H 5.98 0.74 4.91 0.3417
H 3.38 1.36 4.96 0.2834
H 4.34 3.54 3.18 0.3840
H 2.63 3.06 3.55 -0.4084
C 3.82 -1.94 -2.88 -0.9901
C 4.49 -2.78 -3.95 0.4572
C 5.98 -2.58 -4.19 -0.4354
O 6.51 -3.93 -4.28 -0.3549
C 5.59 -4.79 -3.80 0.6283
O 5.74 -5.97 -3.73 -0.5537
O 4.46 -4.15 -3.52 -0.3134
H 4.02 -0.89 -3.07 0.2060
H 4.13 -2.15 -1.85 0.3702
H 2.74 -2.04 -2.93 0.0900
H 3.91 -2.77 -4.88 0.2822
H 6.50 -1.99 -3.44 0.2817
H 6.24 -2.14 -5.15 0.2822
C 2.22 -2.83 6.32 -1.3606
C 1.58 -3.83 5.39 0.4533
C 1.48 -5.28 5.95 -0.4205
O 0.11 -5.63 5.87 -0.3634
C -0.66 -4.52 5.65 0.6506
O -1.84 -4.47 5.56 -0.5217
O 0.16 -3.49 5.40 -0.3066
H 3.29 -3.00 6.41 0.4087
H 1.88 -2.86 7.36 0.3916
H 1.99 -1.86 5.89 0.2102
H 1.81 -3.71 4.33 0.2787
H 1.85 -5.24 6.98 0.2662
H 2.04 -5.99 5.35 0.3271
C -4.03 -0.37 -1.88 -1.1996
C -4.97 0.81 -1.67 0.5456
C -6.45 0.55 -1.50 -0.4740
O -6.80 1.47 -0.45 -0.3817
C -5.72 1.98 0.13 0.5172
O -5.72 2.79 1.00 -0.5026
O -4.61 1.47 -0.48 -0.1310
H -3.03 -0.16 -2.27 0.4189
H -4.54 -1.09 -2.53 0.2377
H -3.91 -0.92 -0.95 0.1626
H -4.88 1.50 -2.52 0.1726
H -6.83 -0.40 -1.13 0.2967
H -6.96 0.74 -2.45 0.3213
C -2.87 5.95 0.68 -1.3686
C -3.01 4.61 -0.04 0.5469
C -2.38 4.59 -1.47 -0.5430
O -1.12 3.96 -1.20 -0.2858
C -1.22 3.25 -0.08 0.4932
O -0.48 2.36 0.24 -0.4267
O -2.35 3.54 0.59 -0.1859
H -1.93 6.42 0.38 0.3500
H -2.85 5.82 1.76 0.1642
H -3.68 6.62 0.41 0.4271
H -4.04 4.36 -0.30 0.0959
H -2.27 5.59 -1.87 0.4025
H -2.94 3.92 -2.11 0.2028
C -2.42 -2.46 -5.02 -0.9284
C -3.21 -3.50 -5.78 0.5091
C -4.78 -3.41 -5.65 -0.2772
O -5.15 -3.32 -7.00 -0.3577
C -4.10 -3.33 -7.84 0.5981
O -4.19 -3.14 -9.01 -0.5125
O -2.92 -3.43 -7.17 -0.3725
H -2.89 -2.14 -4.09 0.0220
H -2.22 -1.60 -5.66 0.3975
H -1.41 -2.80 -4.76 0.2784
H -3.10 -4.50 -5.35 0.2538
H -5.13 -2.54 -5.09 0.0951
H -5.21 -4.27 -5.14 0.3126

<B>
117
Properties=species:S:1:pos:R:3:mulliken_charge:R:1 method="wB97M-V/def2-TZVPD" homo_energy_ha=-0.378 homo_lumo_gap_ev=9.93 smiles="C[C@H]1COC(=O)O1.C[C@H]1COC(=O)O1.C[C@H]1COC(=O)O1.C[C@H]1COC(=O)O1.C[C@H]1COC(=O)O1.C[C@H]1COC(=O)O1.C[C@H]1COC(=O)O1.C[C@H]1COC(=O)O1.C[C@H]1COC(=O)O1" lumo_energy_ev=-0.4
C 5.53 6.54 -10.94 -1.4961
C 5.80 5.69 -9.78 0.5580
C 6.24 6.36 -8.49 -0.5012
O 5.59 5.66 -7.53 -0.2643
C 4.59 5.04 -8.09 0.5758
O 3.73 4.53 -7.45 -0.5402
O 4.58 5.07 -9.46 -0.3320
H 4.53 6.98 -11.00 0.3635
H 5.40 5.89 -11.80 0.3739
H 6.32 7.26 -11.14 0.3771
H 6.60 4.97 -9.97 0.2358
H 5.98 7.41 -8.64 0.3044
H 7.32 6.33 -8.48 0.3451
C 1.69 -6.67 3.78 -1.2210
C 0.87 -5.66 4.69 0.2702
C 0.69 -5.95 6.17 -0.2620
O 1.50 -4.96 6.71 -0.3375
C 1.84 -3.97 5.85 0.6214
O 2.43 -2.94 6.17 -0.5443
O 1.39 -4.35 4.58 -0.3158
H 2.78 -6.56 3.86 0.3118
H 1.39 -6.49 2.75 0.3411
H 1.37 -7.69 3.96 0.3353
H -0.03 -5.50 4.11 0.2532
H 0.89 -6.92 6.61 0.3036
H -0.39 -5.82 6.31 0.2438
C -3.13 3.52 9.75 -1.4149
C -4.46 2.86 9.41 0.5289
C -4.78 1.49 10.16 -0.4765
O -6.15 1.62 10.41 -0.3084
C -6.49 2.83 10.25 0.7082
O -7.66 3.17 10.41 -0.6279
O -5.52 3.58 9.87 -0.3176
H -2.34 2.90 9.33 0.3956
H -2.89 3.51 10.81 0.3430
H -2.93 4.49 9.29 0.3492
H -4.59 2.74 8.33 0.2818
H -4.22 1.27 11.07 0.2877
H -4.73 0.59 9.55 0.2501
C 8.70 -2.00 -5.99 -1.3318
C 8.49 -1.46 -4.53 0.3970
C 7.50 -0.33 -4.38 -0.4411
O 6.46 -0.82 -3.55 -0.2698
C 6.57 -2.03 -3.32 0.7028
O 5.86 -2.74 -2.61 -0.6091
O 7.75 -2.47 -3.80 -0.3675
H 7.72 -2.27 -6.38 0.3296
H 9.32 -2.88 -6.17 0.3303
H 9.09 -1.32 -6.74 0.3670
H 9.40 -1.21 -3.99 0.2854
H 7.14 -0.14 -5.39 0.2853
H 8.06 0.54 -4.04 0.3214
C 6.44 5.67 -0.40 -1.5029
C 6.33 5.70 1.14 0.5081
C 7.15 4.57 1.76 -0.3843
O 7.64 5.25 2.91 -0.3137
C 7.62 6.56 2.70 0.6804
O 8.08 7.50 3.46 -0.6143
O 6.94 6.82 1.63 -0.3110
H 5.82 6.44 -0.87 0.3595
H 6.14 4.70 -0.79 0.3804
H 7.45 5.97 -0.67 0.3895
H 5.25 5.61 1.22 0.2266
H 7.86 4.22 1.01 0.2904
H 6.50 3.79 2.15 0.2914
C -0.06 0.26 -1.19 -1.3750
C 0.14 -0.20 0.34 0.3468
C 0.84 0.82 1.24 -0.2258
O -0.19 1.01 2.19 -0.3420
C -1.22 0.15 2.04 0.6670
O -2.17 0.03 2.80 -0.5713
O -1.07 -0.61 0.95 -0.3178
H -0.74 1.09 -1.36 0.3622
H -0.47 -0.66 -1.61 0.3283
H 0.81 0.60 -1.74 0.3746
H 0.72 -1.10 0.19 0.2053
H 1.13 1.73 0.72 0.2842
H 1.68 0.29 1.71 0.2631
C -8.74 0.47 5.48 -1.2157
C -10.28 0.70 5.56 0.4977
C -11.04 0.31 6.78 -0.3958
O -11.75 1.47 7.01 -0.3636
C -11.37 2.53 6.32 0.6823
O -11.84 3.58 6.56 -0.5151
O -10.38 2.14 5.46 -0.3667
H -8.53 -0.50 5.04 0.3360
H -8.38 0.69 6.48 0.3034
H -8.31 1.18 4.78 0.3157
H -10.66 0.14 4.70 0.2347
H -10.43 0.03 7.65 0.2346
H -11.83 -0.43 6.64 0.2539
C -5.32 -4.28 -1.61 -1.3156
C -6.80 -4.30 -1.06 0.2988
C -6.89 -3.76 0.31 -0.3879
O -8.13 -3.08 0.26 -0.2770
C -8.35 -2.73 -1.01 0.6220
O -9.17 -1.80 -1.33 -0.5859
O -7.63 -3.54 -1.84 -0.3328
H -4.91 -5.13 -1.07 0.3909
H -4.81 -3.32 -1.63 0.3326
H -5.37 -4.62 -2.65 0.3549
H -7.30 -5.27 -1.06 0.3013
H -6.02 -3.22 0.67 0.2951
H -6.96 -4.69 0.86 0.3041
C 1.43 -3.55 -7.29 -1.4024
C 0.62 -4.82 -7.47 0.4006
C -0.82 -4.63 -6.98 -0.4851
O -1.60 -5.33 -7.99 -0.2947
C -0.77 -5.28 -9.13 0.6296
O -1.23 -5.60 -10.24 -0.5713
O 0.52 -5.14 -8.88 -0.2992
H 2.32 -3.40 -7.89 0.3144
H 1.49 -3.22 -6.25 0.3987
H 0.75 -2.73 -7.53 0.3748
H 1.00 -5.68 -6.93 0.3021
H -1.17 -3.69 -6.57 0.3499
H -0.75 -5.38 -6.19 0.2829

Short version: <B> is the least stable of them.

<A>
20
Properties=species:S:1:pos:R:3:mulliken_charge:R:1 method="wB97M-V/def2-TZVPD" homo_energy_ha=-0.518 homo_lumo_gap_ev=9.65 total_charge=+1 smiles=Cc1ccnc2n(C)nc[n+]12 lumo_energy_ev=-4.4
C -1.31 -2.43 -0.12 -1.5476
C -0.72 -1.29 0.53 1.2410
C -0.58 -1.07 1.87 -0.7044
C 0.07 0.15 2.26 -0.1796
N 0.58 1.04 1.47 -0.5324
C 0.38 0.85 0.16 0.4120
N 0.74 1.52 -0.89 0.5735
C 1.50 2.70 -0.99 -0.8349
N 0.37 0.85 -2.02 -0.7008
C -0.21 -0.28 -1.66 -0.0911
N -0.14 -0.35 -0.29 -0.0141
H -2.02 -2.04 -0.89 0.3572
H -0.51 -3.04 -0.55 0.3839
H -1.77 -3.22 0.53 0.3709
H -1.19 -1.59 2.63 0.3499
H 0.32 0.26 3.27 0.4931
H 1.01 3.55 -0.30 0.3020
H 2.53 2.45 -0.71 0.3547
H 1.69 2.91 -2.00 0.3732
H -0.74 -0.96 -2.32 0.3934

<B>
20
Properties=species:S:1:pos:R:3:mulliken_charge:R:1 method="wB97M-V/def2-TZVPD" homo_energy_ha=-0.473 homo_lumo_gap_ev=9.82 total_charge=+1 smiles=c1cn(C[n+]2cc[nH]c2)cn1 lumo_energy_ev=-3.0
C 0.17 3.01 0.11 -0.4032
C -0.75 2.01 0.15 -0.4007
N -0.29 1.18 1.21 0.1292
C -0.74 -0.13 1.38 -0.5037
N -0.24 -1.11 -0.02 0.0058
C 0.24 -0.53 -1.14 -0.0018
C 0.57 -1.57 -1.95 -0.5531
N 0.32 -2.73 -1.33 -0.0669
C -0.21 -2.44 -0.17 -0.2153
C 0.88 1.71 1.62 0.0005
N 1.15 2.81 1.00 -0.5317
H 0.22 3.57 -0.78 0.4108
H -1.64 1.49 -0.32 0.4277
H -0.29 -0.75 2.07 0.4092
H -1.88 -0.21 1.32 0.3362
H 0.47 0.57 -1.33 0.3458
H 0.79 -1.48 -3.00 0.3708
H 0.35 -3.71 -1.77 0.3164
H -0.56 -3.13 0.51 0.4732
H 1.43 1.45 2.44 0.4509

Short version: <B> is the least stable of them.

<A>
15
Properties=species:S:1:pos:R:3:mulliken_charge:R:1 method="wB97M-V/def2-TZVPD" homo_energy_ha=-0.406 homo_lumo_gap_ev=11.43 smiles=ClC(Cl)Cl.ClC(Cl)Cl.ClC(Cl)Cl lumo_energy_ev=0.4
Cl -1.09 4.02 1.28 -0.1305
C -2.42 2.85 1.28 0.5634
Cl -3.48 3.10 -0.11 -0.1254
Cl -3.32 2.91 2.78 -0.1187
H -1.99 1.87 1.18 -0.1765
Cl -0.14 -3.23 1.15 -0.1274
C -0.11 -1.50 0.80 0.4676
Cl 1.00 -0.66 1.86 -0.1088
Cl -1.74 -0.82 0.93 -0.1463
H 0.21 -1.39 -0.23 -0.1199
Cl 3.58 -0.97 -0.82 -0.0860
C 2.70 -1.45 -2.27 -0.0209
Cl 1.61 -0.16 -2.79 -0.1087
Cl 1.80 -2.94 -1.98 -0.1009
H 3.41 -1.64 -3.06 0.3390

<B>
15
Properties=species:S:1:pos:R:3:mulliken_charge:R:1 method="wB97M-V/def2-TZVPD" homo_energy_ha=-0.401 homo_lumo_gap_ev=11.34 smiles=ClC(Cl)Cl.ClC(Cl)Cl.ClC(Cl)Cl lumo_energy_ev=0.4
Cl -0.56 2.24 0.71 -0.0881
C -1.65 1.15 1.55 0.2259
Cl -1.85 -0.28 0.52 -0.1008
Cl -3.12 1.85 2.22 -0.1319
H -1.09 0.87 2.44 0.0951
Cl 1.28 0.21 -3.46 -0.1475
C -0.35 0.09 -2.86 0.7398
Cl -1.12 -1.21 -3.71 -0.1266
Cl -1.18 1.63 -3.20 -0.1389
H -0.32 0.00 -1.77 -0.3597
Cl 1.43 -2.93 1.45 -0.1085
C 2.13 -1.34 1.52 -0.0416
Cl 1.33 -0.49 2.83 -0.1135
Cl 1.92 -0.44 -0.04 -0.0585
H 3.18 -1.35 1.80 0.3547

Short version: <B> is the least stable of them.

<A>
13
Properties=species:S:1:pos:R:3:mulliken_charge:R:1 method="wB97M-V/def2-TZVPD" homo_energy_ha="-0.124 / -0.161" homo_lumo_gap_ev="6.83 / 8.06" total_charge=-1 lumo_energy_ev="3.5 / 3.7"
C -0.80 1.76 0.28 -0.3907
C 0.23 0.81 -1.63 -0.4463
N 0.26 -2.90 0.13 -0.6428
O 2.13 -2.26 1.62 -0.6009
O -0.03 -0.99 1.86 -0.6452
O -0.92 1.33 -1.06 -0.3080
S 0.94 -1.71 0.98 0.6579
H -0.17 2.63 0.10 0.2832
H -0.32 0.93 1.01 0.1690
H -1.74 2.09 0.76 0.1912
H 0.44 1.08 -2.63 0.2980
H 0.60 -0.09 -1.29 0.2000
H -0.62 -2.67 -0.13 0.2345

<B>
13
Properties=species:S:1:pos:R:3:mulliken_charge:R:1 method="wB97M-V/def2-TZVPD" homo_energy_ha=-0.163 homo_lumo_gap_ev=8.14 total_charge=-1 lumo_energy_ev=3.7
C 1.71 0.47 -1.08 -0.5504
C -0.53 -1.00 1.76 0.1269
N 0.31 0.52 -1.57 -0.4084
O -1.88 1.43 -1.76 -0.5423
O -1.43 0.01 0.67 -0.5297
O -1.38 -1.87 2.17 -0.7337
S -0.80 1.34 -0.78 0.5064
H 2.13 1.35 -0.73 0.2621
H 1.57 -0.31 -0.22 0.1367
H 2.29 0.17 -1.92 0.2285
H -0.07 -0.15 2.37 0.1548
H 0.08 -1.34 0.84 0.0469
H -2.01 -0.62 0.24 0.3021

Short version: <A> is the least stable of them.